(1)
Entry from the OMol25 dataset: C18H24BeN5OS as an isolated structure (wB97M-V/def2-TZVPD).

Structure (XYZ):
```
50
Properties=species:S:1:pos:R:3:mulliken_charge:R:1
Be 0.20 -0.29 -0.60 -0.0303
C -2.66 -3.55 3.34 -1.0411
C -3.36 -2.48 2.52 -0.4453
N -2.90 -2.37 1.14 -0.1280
C -1.74 -1.82 0.75 0.4275
S -1.46 -1.65 -0.97 -0.6357
N -0.89 -1.42 1.67 -1.1705
N 0.20 -0.88 1.08 1.0775
C 1.31 -0.77 1.70 0.8544
C 1.50 -1.13 3.14 -1.6722
C 2.41 -0.44 0.77 0.2824
C 3.74 -0.36 1.14 -0.7461
C 4.70 -0.20 0.15 -0.4758
C 4.30 -0.14 -1.18 -0.9952
C 2.95 -0.20 -1.47 0.2493
N 2.02 -0.33 -0.52 0.3931
H -3.05 -3.54 4.36 0.3438
H -1.59 -3.37 3.38 0.2703
H -2.84 -4.54 2.92 0.2950
H -3.27 -1.51 3.01 0.2436
H -4.42 -2.72 2.46 0.4234
H -3.53 -2.62 0.40 0.2393
H 0.58 -0.93 3.68 0.3966
H 2.32 -0.58 3.59 0.5048
H 1.72 -2.20 3.23 0.2827
H 4.02 -0.45 2.17 0.3414
H 5.75 -0.14 0.41 0.4408
H 5.02 -0.04 -1.98 0.4317
H 2.60 -0.16 -2.49 0.5562
O 0.19 -0.41 -2.68 -0.5227
C -0.60 0.51 -3.46 -0.5539
C 0.22 1.76 -3.68 -0.7939
C 0.84 2.27 -2.37 -0.4586
C -0.21 2.44 -1.32 0.8100
C -0.92 3.64 -1.26 -0.8428
C -1.94 3.80 -0.34 -0.4065
C -2.24 2.74 0.50 -0.9843
C -1.51 1.57 0.38 -0.2021
N -0.51 1.41 -0.51 0.3615
H -0.21 -1.28 -2.73 0.3211
H -1.53 0.74 -2.92 0.3539
H -0.87 0.05 -4.41 0.4763
H -0.43 2.53 -4.11 0.3841
H 1.02 1.56 -4.39 0.4136
H 1.33 3.22 -2.55 0.5933
H 1.59 1.57 -2.03 -0.4374
H -0.64 4.44 -1.93 0.4755
H -2.49 4.73 -0.29 0.4419
H -3.02 2.80 1.24 0.4598
H -1.72 0.75 1.04 0.3978
```

Frontier orbital gap   7.611 eV
Relative energy (zero: lowest compared OMol25 entry of this formula, charge and spin)   24.5 kJ/mol
E_LUMO   -0.1248 hartree
Charge   +1

=====

(2)
Entry from the OMol25 dataset: C18H24Br2F2FeN3O2PS3 as an isolated structure (wB97M-V/def2-TZVPD).

Structure (XYZ):
```
56
Properties=species:S:1:pos:R:3:mulliken_charge:R:1
Fe 11.12 12.27 7.99 -0.7632
F 15.18 15.72 7.78 -0.2945
C 13.84 15.50 7.79 0.3901
C 13.41 14.18 7.77 0.9773
C 12.05 13.90 7.83 0.2159
C 11.13 14.99 7.74 -0.7656
C 11.64 16.30 7.74 0.5003
F 10.73 17.31 7.65 -0.3362
C 12.98 16.61 7.75 -1.0477
C 9.68 14.62 7.73 0.9873
C 8.59 15.48 7.65 -0.6772
C 7.30 14.96 7.68 -0.3703
C 7.15 13.59 7.78 -0.7214
C 8.24 12.76 7.85 -0.0084
N 9.48 13.27 7.83 0.1859
H 14.17 13.38 7.75 0.0461
H 13.36 17.63 7.84 0.4457
H 8.78 16.54 7.50 0.5186
H 6.43 15.60 7.55 0.4247
H 6.16 13.13 7.82 0.3899
H 8.17 11.65 7.93 0.3454
C 12.66 6.85 11.54 -0.9014
C 11.65 7.58 10.71 -0.3936
O 11.95 9.02 10.66 -0.3282
P 13.12 9.63 9.71 0.7877
S 12.53 11.58 9.61 -0.2095
S 13.54 8.60 8.11 -0.3971
O 14.44 9.67 10.63 -0.3477
C 14.42 10.35 11.95 -0.4371
C 15.26 11.61 11.82 -0.9219
H 12.51 5.77 11.56 0.3897
H 12.62 7.25 12.56 0.2575
H 13.67 7.04 11.17 0.1823
H 10.66 7.59 11.16 0.2971
H 11.59 7.21 9.69 0.3485
H 14.86 9.62 12.65 0.3195
H 13.38 10.52 12.19 0.4976
H 16.30 11.35 11.66 0.2874
H 15.25 12.22 12.73 0.3558
H 14.94 12.20 10.98 0.1575
Br 11.68 12.05 5.27 0.0322
C 10.35 10.78 5.00 -0.6932
Br 10.10 10.02 7.69 -0.4791
H 10.76 9.81 4.75 0.3989
H 9.41 11.24 4.70 0.3454
C 17.28 13.33 6.90 -0.8555
N 17.35 12.03 7.57 -0.2758
C 16.39 11.07 7.46 0.4702
N 16.60 9.89 8.13 -0.4170
S 15.01 11.27 6.52 -0.2935
H 18.29 13.58 6.56 0.3594
H 17.02 14.13 7.60 0.2384
H 16.59 13.32 6.07 0.3002
H 18.19 11.87 8.09 0.2182
H 17.10 9.88 9.03 0.2879
H 15.73 9.29 8.17 -0.0237
```

Expectation value of S²   6.10
Multiplicity   5
Frontier orbital gap (alpha / beta)   6.144 / 5.967 eV
Relative energy (zero: lowest compared OMol25 entry of this formula, charge and spin)   69.3 kJ/mol
E_LUMO (alpha / beta)   -0.0386 / -0.0451 hartree
Charge   0

=====

(3)
Entry from the OMol25 dataset: C18H24BrFeNSe2Te as an isolated structure (wB97M-V/def2-TZVPD).

Structure (XYZ):
```
48
Properties=species:S:1:pos:R:3:mulliken_charge:R:1
Fe 1.37 0.25 -1.16 0.4266
C -1.72 -4.58 -2.07 -1.3546
C -1.25 -3.24 -2.48 0.6881
C -1.57 -2.68 -3.72 -0.3151
C -1.10 -1.42 -4.08 -0.6800
C -0.32 -0.77 -3.15 0.6884
Br 0.39 1.01 -3.43 -0.1206
N 0.01 -1.27 -1.96 -0.0438
C -0.44 -2.48 -1.64 -0.7278
H -2.41 -4.99 -2.80 0.3870
H -2.21 -4.54 -1.10 0.3662
H -0.88 -5.27 -1.97 0.3408
H -2.20 -3.23 -4.42 0.4400
H -1.33 -0.98 -5.03 0.4815
H -0.15 -2.84 -0.66 0.5473
C 2.80 -1.71 2.03 -0.9996
Se 2.65 0.05 1.23 0.2053
C 4.50 0.22 0.56 -0.7977
C 4.83 -0.61 -0.67 -0.7225
Se 3.65 -0.26 -2.22 0.2174
C 4.47 1.36 -2.87 -1.0104
H 3.46 -1.64 2.89 0.3889
H 3.21 -2.42 1.31 0.3421
H 1.82 -2.04 2.36 0.3690
H 5.16 -0.09 1.39 0.4633
H 4.67 1.28 0.38 0.4088
H 4.78 -1.68 -0.48 0.3889
H 5.85 -0.38 -0.99 0.4620
H 5.55 1.21 -2.94 0.3677
H 4.26 2.21 -2.22 0.3753
H 4.09 1.57 -3.87 0.3741
C -1.23 1.28 2.17 -1.0332
Te -0.77 2.23 0.28 0.4518
C -2.66 3.25 0.66 -0.9532
C -3.19 2.83 1.99 0.5579
C -4.35 3.39 2.50 -0.8033
C -4.84 2.96 3.72 -0.5710
C -4.16 1.97 4.44 -0.5776
C -2.99 1.42 3.95 -0.7644
C -2.49 1.85 2.73 0.8255
H -0.40 1.42 2.87 0.5323
H -1.34 0.20 2.02 0.5036
H -3.36 2.99 -0.14 0.4931
H -2.52 4.33 0.59 0.5289
H -4.87 4.16 1.95 0.4900
H -5.76 3.37 4.11 0.4387
H -4.55 1.64 5.40 0.4445
H -2.46 0.68 4.52 0.4796
```

Expectation value of S²   0.76
Multiplicity   2
Frontier orbital gap (alpha / beta)   6.857 / 4.142 eV
E_LUMO (alpha / beta)   -0.3816 / -0.4612 hartree
Charge   +3

=====

(4)
Entry from the OMol25 dataset: a 3-piece molecular cluster, C18H24BrNO2 overall (wB97M-V/def2-TZVPD).

Structure (XYZ):
```
46
Properties=species:S:1:pos:R:3:mulliken_charge:R:1
C -1.13 -1.37 -0.10 -0.8863
C -0.38 -0.17 -0.86 -0.2858
C -0.16 1.14 0.08 -0.4617
N -1.03 2.21 -0.49 0.0039
Br -0.07 3.51 -1.44 -0.0595
C -1.95 2.79 0.49 0.3081
O -1.67 3.23 1.61 -0.4286
O -3.34 2.81 0.11 -0.3594
C -3.81 1.44 0.33 0.4151
C -4.89 1.02 -0.78 -1.0325
H -2.24 -1.36 -0.37 0.1837
H -0.65 -2.39 -0.34 0.2325
H -1.00 -1.23 1.03 0.2746
H -1.03 0.14 -1.76 0.2537
H 0.60 -0.55 -1.28 0.2870
H 0.96 1.39 0.06 0.3469
H -0.48 0.91 1.16 0.2973
H -2.95 0.67 0.24 -0.2810
H -4.21 1.38 1.39 0.3068
H -4.69 1.64 -1.72 0.2959
H -4.86 -0.10 -1.02 0.2925
H -5.92 1.27 -0.36 0.2905
C 3.44 3.63 3.79 -0.3560
C 3.81 3.97 2.50 -0.3570
C 2.84 4.13 1.51 -0.3973
C 1.50 3.97 1.83 -0.1078
C 1.12 3.64 3.13 -0.3962
C 2.09 3.47 4.11 -0.4633
H 4.20 3.50 4.56 0.3558
H 4.86 4.10 2.25 0.3587
H 3.14 4.38 0.50 0.3580
H 0.74 4.11 1.06 0.2539
H 0.07 3.52 3.37 0.3953
H 1.80 3.21 5.12 0.3630
C 1.70 -4.20 -1.80 -0.3112
C 1.21 -4.09 -3.10 -0.3568
C 0.79 -5.23 -3.77 -0.3716
C 0.84 -6.47 -3.15 -0.3738
C 1.33 -6.58 -1.85 -0.3520
C 1.76 -5.44 -1.18 -0.4250
H 2.04 -3.31 -1.27 0.4260
H 1.17 -3.12 -3.58 0.3469
H 0.41 -5.15 -4.79 0.3546
H 0.50 -7.36 -3.68 0.3540
H 1.37 -7.54 -1.36 0.3522
H 2.15 -5.52 -0.17 0.3559
```

Frontier orbital gap   8.845 eV
E_LUMO   -0.0108 hartree
Charge   0

=====

(5)
Entry from the OMol25 dataset: C18H24ClN6O2Pt as an isolated structure (wB97M-V/def2-TZVPD).

Structure (XYZ):
```
52
Properties=species:S:1:pos:R:3:mulliken_charge:R:1
Pt 0.60 0.78 -1.77 1.8222
O -4.70 2.57 2.05 -0.4848
C -3.45 3.16 2.29 -0.5265
C -2.47 2.56 1.33 -0.0580
C -1.12 2.94 1.35 -0.9383
C -0.25 2.38 0.45 -0.2187
N -0.69 1.48 -0.44 -0.5818
C -1.98 1.07 -0.48 0.0927
C -2.89 1.61 0.40 -0.1770
C -2.23 0.05 -1.49 0.7402
C -3.43 -0.57 -1.77 -0.1128
C -3.47 -1.55 -2.77 -0.0503
C -4.76 -2.24 -3.08 -0.5449
O -5.78 -1.60 -2.38 -0.4867
C -2.29 -1.88 -3.44 -0.8204
C -1.12 -1.23 -3.11 -0.2000
N -1.11 -0.29 -2.16 -0.5210
H -5.37 2.94 2.64 0.3369
H -3.09 2.97 3.31 0.3916
H -3.46 4.24 2.14 0.3951
H -0.75 3.66 2.06 0.5144
H 0.80 2.64 0.43 0.5380
H -3.92 1.30 0.38 0.7027
H -4.33 -0.30 -1.25 0.6813
H -4.65 -3.30 -2.78 0.3664
H -4.91 -2.23 -4.17 0.4098
H -6.64 -1.96 -2.61 0.3363
H -2.27 -2.64 -4.21 0.5101
H -0.18 -1.45 -3.60 0.4662
Cl 0.73 2.60 -3.37 0.0590
C 2.15 1.97 -2.58 -0.5837
H 2.62 2.67 -1.90 0.4169
H 2.82 1.45 -3.27 0.4590
C 3.69 -1.81 3.71 -1.3646
C 4.65 -1.57 2.55 0.7179
C 4.94 -0.09 2.32 -1.3916
C 4.20 -2.24 1.25 -1.0205
N 3.01 -1.57 0.65 0.4688
C 2.96 -0.70 -0.34 0.2400
N 1.68 -0.38 -0.50 -0.4989
N 0.97 -1.07 0.43 -0.1237
N 1.76 -1.78 1.11 -0.5680
H 4.05 -1.29 4.59 0.3971
H 3.62 -2.87 3.96 0.3876
H 2.69 -1.43 3.49 0.2994
H 5.60 -2.08 2.77 0.3174
H 4.02 0.48 2.17 0.2541
H 5.61 0.08 1.47 0.3513
H 5.43 0.33 3.20 0.4266
H 3.90 -3.28 1.39 0.3451
H 4.97 -2.19 0.49 0.4115
H 3.80 -0.35 -0.91 0.4170
```

Frontier orbital gap   5.433 eV
Relative energy (zero: lowest compared OMol25 entry of this formula, charge and spin)   0.0 kJ/mol
E_LUMO   -0.4689 hartree
Charge   +3

=====

(6)
Entry from the OMol25 dataset: a 2-piece molecular cluster, C18H24F3N3O4 overall (wB97M-V/def2-TZVPD).

Structure (XYZ):
```
52
Properties=species:S:1:pos:R:3:mulliken_charge:R:1
O -2.22 -1.67 2.06 -0.6822
O 0.36 8.90 1.41 -0.6401
O 0.14 -5.20 -0.24 -0.6359
F 1.28 1.77 3.22 -0.2571
F -0.49 1.04 2.08 -0.2587
F 1.40 -0.11 2.11 -0.2233
O 1.32 1.80 0.89 -0.3126
C -1.44 -2.37 1.43 0.6427
C 0.49 7.71 1.18 0.1593
C -0.76 -4.55 -0.77 -0.0573
C 0.00 3.37 -0.34 -0.1885
C -0.42 4.68 -0.60 -1.0776
C 1.38 4.14 1.49 -0.3488
C 0.89 3.09 0.71 0.3296
C 0.07 5.72 0.20 -0.3269
C 0.95 5.45 1.24 0.6503
N -0.16 7.08 0.16 -0.0538
N -1.89 -5.12 -1.20 -0.1463
N -1.44 -2.29 0.09 0.0266
C 0.87 1.13 2.09 0.8758
C -0.50 -3.29 2.18 -1.0299
C 1.32 6.72 1.97 -0.2813
C -2.17 -6.55 -1.10 -0.9167
C 0.13 -0.28 -2.30 -1.3870
C 1.49 -3.09 -2.30 -1.8600
C 0.88 -0.94 -1.14 0.0615
C 0.80 -2.48 -1.07 0.9532
C -0.65 -3.02 -0.93 -0.4617
H -0.37 2.55 -0.95 0.3756
H -1.11 4.90 -1.41 0.3706
H 2.09 3.95 2.29 0.4633
H -0.89 7.53 -0.38 0.2115
H -2.60 -4.52 -1.59 0.2748
H -2.09 -1.61 -0.25 0.2548
H 0.53 -3.14 1.84 0.2664
H -0.80 -4.32 2.02 0.2962
H -0.56 -3.05 3.24 0.3418
H 2.38 6.94 1.90 0.2749
H 1.01 6.69 3.02 0.3002
H -2.37 -6.82 -0.07 0.2916
H -1.30 -7.12 -1.44 0.2885
H -3.03 -6.81 -1.72 0.3486
H 0.50 -0.64 -3.26 0.3763
H 0.29 0.80 -2.26 0.3942
H -0.94 -0.47 -2.23 0.2311
H 2.48 -2.66 -2.43 0.4156
H 0.90 -2.92 -3.21 0.4098
H 1.61 -4.17 -2.17 0.4628
H 1.93 -0.65 -1.20 0.5950
H 0.48 -0.53 -0.22 -0.5700
H 1.37 -2.79 -0.20 0.1152
H -1.14 -2.80 -1.88 0.6579
```

Frontier orbital gap   9.133 eV
E_LUMO   0.0167 hartree
Charge   0

=====

(7)
Entry from the OMol25 dataset: a 3-piece molecular cluster, C18H24FN3O overall (wB97M-V/def2-TZVPD).

Structure (XYZ):
```
47
Properties=species:S:1:pos:R:3:mulliken_charge:R:1
C 1.74 0.74 4.15 -1.5822
C 0.96 0.14 2.96 -0.6527
C -0.44 -0.34 3.27 0.1794
F -1.03 -0.67 2.07 -0.4062
C -1.30 0.63 4.04 -0.0217
C -1.28 2.11 3.62 0.1759
O -0.38 2.79 3.35 -0.4315
N -2.66 2.55 3.54 -0.4899
C -3.31 1.30 3.09 -0.7959
C -2.81 0.30 4.15 0.2247
C -3.18 -1.16 3.98 -1.7187
H 1.11 1.08 4.95 0.3631
H 2.33 1.56 3.78 0.2840
H 2.44 0.00 4.51 0.4568
H 0.88 0.82 2.12 0.3793
H 1.50 -0.72 2.60 0.5164
H -0.37 -1.24 3.87 0.3842
H -0.97 0.55 5.07 0.5482
H -2.97 2.84 4.46 0.2864
H -2.73 1.05 2.21 0.3392
H -4.37 1.36 2.88 0.4189
H -3.23 0.65 5.08 0.4142
H -4.16 -1.34 4.40 0.4534
H -3.14 -1.45 2.94 0.3491
H -2.48 -1.81 4.49 0.3390
N 3.37 -0.25 -0.18 -0.5003
C 4.17 0.29 -1.09 -0.2052
C 3.76 0.66 -2.36 -0.4916
C 2.43 0.45 -2.71 -0.0280
C 1.58 -0.11 -1.77 -0.6411
C 2.10 -0.44 -0.53 -0.0523
H 5.20 0.44 -0.78 0.3496
H 4.46 1.10 -3.07 0.3553
H 2.07 0.71 -3.69 0.4540
H 0.54 -0.30 -2.00 0.3441
H 1.47 -0.88 0.24 0.4111
N 0.60 -0.44 -5.50 -0.2513
C -0.44 -1.23 -5.28 -0.0192
C -1.11 -1.93 -6.27 -0.6432
C -0.65 -1.80 -7.58 -0.1367
C 0.43 -0.98 -7.83 -0.6339
C 1.02 -0.32 -6.76 -0.0357
H -0.77 -1.30 -4.24 0.2811
H -1.95 -2.56 -6.03 0.3578
H -1.14 -2.33 -8.38 0.3679
H 0.82 -0.85 -8.83 0.3530
H 1.88 0.32 -6.91 0.3512
```

Frontier orbital gap   10.192 eV
Relative energy (zero: lowest compared OMol25 entry of this formula, charge and spin)   79.6 kJ/mol
E_LUMO   0.0293 hartree
Charge   0

=====

(8)
Entry from the OMol25 dataset: C18H24FeN2O3 as an isolated structure (wB97M-V/def2-TZVPD).

Structure (XYZ):
```
48
Properties=species:S:1:pos:R:3:mulliken_charge:R:1
Fe 0.47 -0.26 0.16 1.5734
C 1.45 1.07 -2.80 -0.9982
O 0.65 1.29 -1.64 0.2283
C -0.57 1.99 -1.91 -0.7515
C -1.10 2.54 -0.60 -0.5314
O -1.32 1.44 0.29 -0.2624
C -1.59 1.82 1.64 -0.6513
C -0.28 2.10 2.38 -0.5876
O 0.57 0.95 2.24 -0.3765
C 1.58 0.87 3.23 -0.8354
H 1.72 2.02 -3.27 0.3219
H 2.36 0.56 -2.48 0.3345
H 0.92 0.46 -3.54 0.3474
H -0.39 2.81 -2.61 0.4577
H -1.30 1.30 -2.36 0.3175
H -0.38 3.25 -0.17 0.3587
H -2.05 3.08 -0.77 0.4513
H -2.24 2.70 1.70 0.4151
H -2.09 0.96 2.10 0.3099
H 0.23 2.98 1.97 0.3314
H -0.48 2.29 3.44 0.5550
H 1.15 1.00 4.23 0.4078
H 2.05 -0.11 3.16 0.2476
H 2.33 1.66 3.08 0.3305
C -0.09 -3.03 0.26 -0.4041
C -1.34 -2.39 0.27 -0.7996
C -1.82 -1.77 -0.89 -0.1576
C -1.05 -1.78 -2.05 -0.4423
C 0.19 -2.42 -2.07 -0.2510
C 0.67 -3.04 -0.91 -0.3630
H 0.21 -3.62 1.11 0.5415
H -1.99 -2.49 1.13 0.5148
H -2.83 -1.38 -0.91 0.5064
H -1.46 -1.40 -2.97 0.5814
H 0.74 -2.52 -2.99 0.5547
H 1.58 -3.63 -0.96 0.5043
N 8.27 -1.07 0.29 -0.2434
C 7.15 -0.91 0.41 -0.4080
C 5.74 -0.74 0.50 0.6417
C 5.15 0.48 0.15 -0.6122
C 3.77 0.55 0.15 -0.6766
N 2.99 -0.48 0.47 0.3760
C 3.55 -1.62 0.84 -0.5236
C 4.93 -1.81 0.87 -0.5842
H 5.75 1.33 -0.14 0.5528
H 3.28 1.48 -0.13 0.6277
H 2.89 -2.43 1.13 0.5242
H 5.34 -2.76 1.16 0.5466
```

Expectation value of S²   8.77
Multiplicity   6
Frontier orbital gap (alpha / beta)   7.886 / 3.517 eV
Relative energy (zero: lowest compared OMol25 entry of this formula, charge and spin)   131.3 kJ/mol
E_LUMO (alpha / beta)   -0.4040 / -0.5640 hartree
Charge   +3

=====

(9)
Entry from the OMol25 dataset: C18H24GaN6O3PS as an isolated structure (wB97M-V/def2-TZVPD).

Structure (XYZ):
```
54
Properties=species:S:1:pos:R:3:mulliken_charge:R:1
Ga 0.17 0.05 0.06 0.4332
O -0.51 -1.55 -0.65 -0.3576
N 0.36 -2.15 -1.51 0.2263
C -0.11 -3.26 -2.11 -0.1967
C 0.69 -3.95 -2.99 -0.7584
C 1.97 -3.48 -3.24 -0.1372
C 2.43 -2.34 -2.60 -0.8364
C 1.60 -1.66 -1.72 0.7648
S 2.15 -0.22 -0.89 -0.2192
H -1.12 -3.54 -1.85 0.4776
H 0.30 -4.84 -3.47 0.4385
H 2.62 -4.01 -3.92 0.4427
H 3.42 -1.96 -2.78 0.4074
O 0.34 5.56 -5.65 -0.5227
C -0.01 6.22 -4.47 -0.4862
N -0.76 5.37 -3.56 -0.1683
C -0.11 4.46 -2.80 0.3530
O 1.10 4.33 -2.77 -0.6446
C -0.95 3.56 -1.92 -0.1149
C -2.26 3.78 -1.52 -0.2246
C -2.88 2.88 -0.67 -1.0720
C -2.18 1.78 -0.23 -0.0853
N -0.91 1.57 -0.61 0.1386
C -0.30 2.43 -1.44 0.0874
H 1.20 5.13 -5.53 0.3537
H -0.66 7.05 -4.74 0.3549
H 0.86 6.60 -3.93 0.3466
H -1.75 5.26 -3.72 0.2538
H -2.80 4.66 -1.85 0.4796
H -3.90 3.03 -0.35 0.4654
H -2.63 1.05 0.43 0.5699
H 0.72 2.25 -1.73 0.6299
C -1.18 0.79 5.16 -0.9429
N -1.23 -0.61 4.73 0.1523
C -0.01 -1.30 5.17 -0.8854
N 1.21 -0.65 4.69 0.1381
C 1.21 0.75 5.12 -0.9064
N 0.02 1.49 4.68 0.1180
C -0.01 1.70 3.25 -0.9209
P -0.07 0.05 2.41 0.9634
C -1.49 -0.75 3.32 -0.8950
C 1.37 -0.78 3.25 -0.9363
H -1.17 0.81 6.25 0.2991
H -2.07 1.32 4.82 0.3923
H -0.04 -2.33 4.83 0.3924
H 0.00 -1.29 6.26 0.3031
H 2.10 1.25 4.74 0.3988
H 1.24 0.77 6.20 0.2967
H 0.89 2.24 2.92 0.4697
H -0.88 2.29 2.97 0.4310
H -1.54 -1.80 3.03 0.4217
H -2.43 -0.27 3.04 0.3930
H 2.29 -0.32 2.92 0.4869
H 1.39 -1.84 2.97 0.4310
```

Frontier orbital gap   8.011 eV
Relative energy (zero: lowest compared OMol25 entry of this formula, charge and spin)   0.0 kJ/mol
E_LUMO   -0.2306 hartree
Charge   +2

=====

Maximum force: 0.8, 3.5, 1.9, 3.7, 0.6, 3.1, 3.4, 2.3, 0.4 (eV Å⁻¹)